1.
Entry from the Open Molecules 2025 dataset: a cluster of 11 separate species, C46H58FI2N11O4S in total (ωB97M-V/def2-TZVPD).

Total charge = 0
HOMO level = -8.1 eV
E = -3784.10835 hartree
Frontier orbital gap = 6.9 eV

Last column: Löwdin charge in e.
Element x y z (Å)
1 C 5.85 -3.27 3.49  -0.22
2 C 4.59 -2.63 2.75  -0.71
3 I 4.47 -2.73 0.60  0.83
4 C 3.57 -2.00 3.52  -0.73
5 I 3.87 -2.00 5.70  0.94
6 N 2.37 -1.37 2.87  -0.22
7 C 1.15 -2.19 3.24  -0.18
8 C 0.44 -2.85 1.97  -0.13
9 O -0.89 -3.40 2.26  -0.09
10 C -0.90 -4.09 3.50  -0.23
11 O -0.12 -5.04 3.74  0.04
12 S 2.25 0.24 3.49  0.74
13 O 1.47 1.16 2.59  -0.30
14 O 3.64 0.78 3.68  -0.32
15 F 1.50 0.31 4.99  -0.23
16 H 5.58 -4.01 4.31  0.05
17 H 6.52 -2.47 3.98  0.09
18 H 6.46 -3.83 2.70  0.07
19 H 0.35 -1.56 3.78  0.14
20 H 1.55 -3.00 3.96  0.11
21 H 1.09 -3.69 1.52  0.13
22 H 0.27 -2.11 1.11  0.14
23 H -1.59 -3.78 4.35  0.17
24 C -5.81 -5.56 2.64  -0.11
25 C -6.07 -4.50 3.55  -0.11
26 C -5.01 -3.63 3.48  -0.14
27 N -4.11 -4.12 2.58  0.00
28 C -4.59 -5.30 2.06  -0.14
29 H -6.43 -6.41 2.44  0.09
30 H -6.95 -4.39 4.17  0.09
31 H -4.82 -2.70 4.00  0.10
32 H -3.24 -3.69 2.33  0.11
33 H -4.03 -5.85 1.32  0.11
34 C 2.69 0.87 -1.96  -0.12
35 C 3.83 1.70 -1.93  -0.13
36 C 3.83 2.33 -0.70  -0.15
37 N 2.74 1.91 -0.01  0.04
38 C 2.04 1.01 -0.76  -0.14
39 H 2.38 0.23 -2.78  0.10
40 H 4.57 1.83 -2.70  0.10
41 H 4.52 3.04 -0.27  0.11
42 H 2.48 2.21 0.92  0.12
43 H 1.13 0.55 -0.39  0.09
44 C 8.88 2.27 1.15  -0.12
45 C 9.15 2.82 -0.12  -0.12
46 C 8.01 2.71 -0.87  -0.14
47 N 7.05 2.10 -0.10  0.01
48 C 7.57 1.83 1.14  -0.14
49 H 9.55 2.19 1.99  0.09
50 H 10.08 3.26 -0.45  0.09
51 H 7.79 3.01 -1.89  0.10
52 H 6.11 1.88 -0.40  0.09
53 H 6.97 1.35 1.90  0.10
54 C 0.54 2.71 -4.37  -0.11
55 C 0.03 3.36 -5.52  -0.11
56 C 0.69 4.56 -5.64  -0.14
57 N 1.58 4.66 -4.60  0.01
58 C 1.50 3.53 -3.83  -0.13
59 H 0.24 1.74 -3.99  0.08
60 H -0.74 3.00 -6.19  0.09
61 H 0.60 5.36 -6.36  0.09
62 H 2.19 5.44 -4.43  0.14
63 H 2.12 3.41 -2.96  0.09
64 C -2.90 -1.48 -2.64  -0.11
65 C -3.11 -0.64 -1.52  -0.10
66 C -1.88 -0.22 -1.08  -0.15
67 N -0.93 -0.77 -1.90  0.01
68 C -1.54 -1.54 -2.85  -0.14
69 H -3.65 -1.99 -3.22  0.09
70 H -4.06 -0.38 -1.08  0.09
71 H -1.60 0.43 -0.27  0.10
72 H 0.07 -0.64 -1.81  0.11
73 H -0.96 -2.07 -3.59  0.11
74 C -1.92 6.86 -7.78  -0.10
75 C -2.43 7.51 -8.93  -0.11
76 C -1.77 8.71 -9.04  -0.14
77 N -0.88 8.81 -8.00  -0.01
78 C -0.96 7.68 -7.23  -0.15
79 H -2.22 5.89 -7.40  0.09
80 H -3.20 7.15 -9.59  0.09
81 H -1.86 9.51 -9.77  0.11
82 H -0.27 9.58 -7.83  0.12
83 H -0.34 7.55 -6.36  0.10
84 C -0.26 -9.20 6.11  -0.11
85 C 0.47 -8.75 7.24  -0.11
86 C 0.86 -7.46 6.99  -0.14
87 N 0.40 -7.11 5.74  0.01
88 C -0.29 -8.16 5.21  -0.15
89 H -0.71 -10.17 5.98  0.07
90 H 0.69 -9.31 8.14  0.09
91 H 1.43 -6.75 7.58  0.10
92 H 0.54 -6.22 5.30  0.10
93 H -0.74 -8.09 4.23  0.10
94 C -4.04 -12.38 4.10  -0.12
95 C -4.52 -11.68 2.96  -0.12
96 C -3.84 -10.49 2.88  -0.14
97 N -2.96 -10.44 3.93  0.01
98 C -3.07 -11.59 4.67  -0.14
99 H -4.36 -13.34 4.45  0.09
100 H -5.29 -12.02 2.28  0.09
101 H -3.90 -9.68 2.17  0.10
102 H -2.33 -9.68 4.13  0.11
103 H -2.46 -11.74 5.55  0.10
104 C -3.37 3.03 -0.30  -0.12
105 C -4.14 2.39 0.69  -0.12
106 C -5.35 3.03 0.74  -0.14
107 N -5.34 4.04 -0.18  0.00
108 C -4.13 4.04 -0.83  -0.14
109 H -2.36 2.78 -0.61  0.08
110 H -3.84 1.55 1.31  0.09
111 H -6.22 2.86 1.36  0.10
112 H -6.10 4.68 -0.36  0.14
113 H -3.92 4.76 -1.61  0.11
114 C 0.02 12.01 -3.72  -0.12
115 C -1.25 11.47 -3.40  -0.11
116 C -1.73 10.84 -4.53  -0.14
117 N -0.79 10.98 -5.52  0.00
118 C 0.28 11.69 -5.03  -0.14
119 H 0.67 12.56 -3.07  0.09
120 H -1.77 11.53 -2.45  0.09
121 H -2.65 10.30 -4.71  0.11
122 H -0.88 10.62 -6.45  0.10
123 H 1.13 11.90 -5.66  0.10



2.
Entry from the Open Molecules 2025 dataset: the molecule C13H11Cl2F4N3O (ωB97M-V/def2-TZVPD).

Total charge = 0
HOMO level = -9.4 eV
E = -2061.33984 hartree
Frontier orbital gap = 10.0 eV

Last column: Löwdin charge in e.
Element x y z (Å)
1 F 0.67 -2.34 4.31  0.07
2 C 0.92 -1.01 4.45  -0.25
3 F 2.15 -0.77 3.87  0.08
4 C -0.22 -0.08 3.86  -0.49
5 F -1.42 -0.63 4.13  0.15
6 F -0.06 1.10 4.51  0.13
7 O -0.06 0.18 2.46  -0.08
8 C -0.13 -0.97 1.58  -0.12
9 C 0.30 -0.57 0.16  -0.23
10 C 1.32 0.58 0.11  -0.08
11 N 1.80 0.81 -1.27  -0.12
12 C 1.33 1.77 -2.15  -0.15
13 N 1.88 1.59 -3.33  0.08
14 C 2.67 0.45 -3.13  -0.22
15 N 2.65 -0.02 -1.93  0.09
16 C -0.83 -0.27 -0.83  -0.20
17 C -0.79 -0.98 -2.05  -0.02
18 C -1.75 -0.74 -3.03  -0.08
19 C -2.77 0.22 -2.82  -0.67
20 Cl -3.95 0.53 -4.05  0.69
21 C -2.80 0.89 -1.62  -0.13
22 C -1.82 0.70 -0.62  -0.56
23 Cl -1.94 1.73 0.79  0.76
24 H 0.96 -0.78 5.53  0.17
25 H -1.16 -1.36 1.61  0.15
26 H 0.60 -1.70 1.91  0.12
27 H 0.82 -1.44 -0.19  0.13
28 H 2.18 0.42 0.79  0.14
29 H 0.82 1.48 0.49  0.11
30 H 0.61 2.52 -1.87  0.13
31 H 3.25 -0.01 -3.89  0.09
32 H 0.00 -1.69 -2.30  0.12
33 H -1.65 -1.26 -3.97  0.11
34 H -3.56 1.63 -1.51  0.09



3.
Entry from the Open Molecules 2025 dataset: a structure of composition C23H18N5RuS3Se (ωB97M-V/def2-TZVPD).

Total charge = 0
Expectation value of S² = 0.756
HOMO level (spin up / spin down) = -7.4 / -7.4 eV
E = -4851.93352 hartree
Multiplicity = 2
Frontier orbital gap (spin up / spin down) = 6.9 / 6.5 eV

Last column: Löwdin charge in e.
Element x y z (Å)
1 Ru 1.39 -0.65 1.84  0.82
2 C 2.39 -2.59 1.86  -0.23
3 C 1.77 -2.35 3.13  -0.21
4 C 2.40 -1.21 3.70  -0.19
5 C 3.42 -0.77 2.81  -0.17
6 C 3.40 -1.61 1.67  -0.20
7 H 2.14 -3.38 1.16  0.10
8 H 0.99 -2.95 3.58  0.11
9 H 2.16 -0.77 4.66  0.11
10 H 4.07 0.08 2.95  0.11
11 H 4.01 -1.51 0.79  0.10
12 N 1.87 1.97 2.33  0.02
13 C 0.59 2.56 2.15  -0.28
14 C 0.40 3.84 1.72  -0.01
15 C -0.90 4.38 1.64  -0.06
16 C -1.98 3.66 2.05  -0.02
17 C -1.81 2.33 2.49  -0.16
18 C -2.88 1.53 2.97  0.00
19 C -2.63 0.25 3.37  -0.03
20 C -1.34 -0.28 3.18  -0.17
21 N -0.33 0.42 2.71  -0.02
22 C -0.53 1.75 2.46  -0.17
23 H 2.60 2.45 1.82  0.08
24 H 2.11 1.88 3.30  0.10
25 H 1.25 4.45 1.46  0.12
26 H -1.03 5.40 1.28  0.11
27 H -2.98 4.08 2.03  0.12
28 H -3.87 1.95 3.00  0.13
29 H -3.41 -0.38 3.75  0.11
30 H -1.16 -1.33 3.36  0.08
31 Se -0.40 -1.91 0.55  0.69
32 C -1.53 -0.53 0.11  -0.78
33 N -2.27 0.32 -0.15  0.09
34 S 1.67 -3.67 -4.11  0.58
35 C 1.50 -2.28 -3.22  -1.11
36 S 2.49 -1.89 -1.85  0.94
37 C 1.54 -0.46 -1.55  -1.13
38 N 0.62 -0.26 -2.42  0.03
39 N 0.61 -1.26 -3.36  -0.14
40 C -0.45 -1.20 -4.32  -0.21
41 C -0.22 -1.48 -5.66  -0.05
42 C -1.27 -1.38 -6.56  -0.08
43 C -2.53 -1.01 -6.13  -0.09
44 C -2.75 -0.72 -4.79  -0.08
45 C -1.71 -0.81 -3.87  -0.01
46 S 1.84 0.61 -0.21  0.57
47 H 0.77 -1.77 -5.98  0.09
48 H -1.09 -1.61 -7.60  0.10
49 H -3.35 -0.94 -6.83  0.10
50 H -3.73 -0.42 -4.44  0.10
51 H -1.86 -0.57 -2.83  0.09



4.
Entry from the Open Molecules 2025 dataset: a structure of composition C25H27IrN8O6S (ωB97M-V/def2-TZVPD).

Total charge = +2
Expectation value of S² = 6.063
HOMO level (spin up / spin down) = -12.9 / -13.4 eV
E = -2360.19841 hartree
Multiplicity = 5
Frontier orbital gap (spin up / spin down) = 7.6 / 4.7 eV

Last column: Löwdin charge in e.
Element x y z (Å)
1 Ir 0.61 0.92 0.31  1.30
2 O 2.68 -4.80 -2.96  -0.04
3 C 1.48 -4.18 -3.35  -0.19
4 C 1.20 -3.05 -2.41  -0.14
5 C 0.09 -2.23 -2.59  0.02
6 C -0.12 -1.17 -1.74  -0.12
7 N 0.71 -0.89 -0.72  -0.05
8 C 1.77 -1.70 -0.51  -0.16
9 C 2.04 -2.78 -1.34  0.08
10 C 2.65 -1.35 0.63  -0.20
11 C 3.43 -2.29 1.27  0.08
12 C 4.22 -1.89 2.34  -0.14
13 C 5.08 -2.88 3.08  -0.20
14 O 4.78 -4.17 2.62  -0.04
15 C 4.18 -0.56 2.72  0.03
16 C 3.36 0.32 2.03  -0.08
17 N 2.61 -0.06 1.00  0.01
18 H 2.91 -5.49 -3.59  0.11
19 H 0.63 -4.87 -3.33  0.14
20 H 1.55 -3.76 -4.37  0.14
21 H -0.61 -2.40 -3.40  0.14
22 H -0.96 -0.50 -1.87  0.04
23 H 2.91 -3.39 -1.17  0.13
24 H 3.43 -3.33 0.97  0.13
25 H 4.90 -2.77 4.16  0.14
26 H 6.13 -2.61 2.89  0.14
27 H 5.31 -4.81 3.11  0.11
28 H 4.77 -0.19 3.55  0.13
29 H 3.31 1.36 2.31  0.11
30 O 0.18 2.76 1.20  -0.27
31 O 1.31 2.71 1.74  -0.04
32 O -0.53 0.09 4.12  0.10
33 C -0.80 0.17 2.93  -0.57
34 O 0.05 -0.04 1.98  -0.19
35 C -2.26 0.40 2.54  -0.18
36 N -3.01 0.60 3.84  0.10
37 C -4.00 -0.53 3.99  -0.08
38 C -4.27 -0.95 2.56  -0.14
39 C -2.91 -0.83 1.89  -0.12
40 H -2.37 1.29 1.92  0.10
41 H -3.47 1.51 3.88  0.19
42 H -2.26 0.56 4.56  0.16
43 H -4.87 -0.17 4.54  0.14
44 H -3.50 -1.31 4.56  0.14
45 H -4.99 -0.27 2.09  0.13
46 H -4.68 -1.95 2.51  0.13
47 H -2.98 -0.70 0.81  0.09
48 H -2.30 -1.71 2.08  0.14
49 C -4.00 2.87 -2.84  -0.01
50 N -2.95 3.65 -2.20  -0.11
51 C -2.71 5.00 -2.41  -0.03
52 C -1.65 5.35 -1.66  -0.04
53 N -1.25 4.19 -1.00  0.09
54 C -2.05 3.17 -1.33  -0.71
55 S -1.99 1.54 -0.78  0.69
56 H -4.44 3.47 -3.63  0.10
57 H -4.77 2.60 -2.11  0.10
58 H -3.57 1.96 -3.26  0.08
59 H -3.32 5.58 -3.08  0.14
60 H -1.14 6.29 -1.54  0.13
61 H -0.53 4.14 -0.30  0.12
62 N 1.17 1.72 -1.40  0.05
63 C 1.13 1.86 -2.55  -0.08
64 C 1.06 2.05 -3.92  -0.15
65 C 0.32 3.15 -4.42  -0.14
66 N -0.30 4.05 -4.78  0.24
67 C 1.59 1.06 -4.76  -0.15
68 N 2.01 0.19 -5.40  0.24